# 1
The following is a DFT calculation (ωB97M-V/def2-TZVPD) of a 8-piece molecular cluster, C7H31NO7 overall in a non-equilibrium geometry.

**Energy relative to the best compared isomer or geometry (same formula, charge and spin)**: 371.3 kJ/mol
**Kohn-Sham gap**: 0.3525 Ha
**Calculated total energy**: -866.6209 hartree
**Maximum force**: 0.1669 Eh/bohr
**SMILES**: CCCN(CC)CC.O.O.O.O.O.O.O
**LUMO energy**: -0.024 eV

Last column: Mulliken charge in e.
Positions of all 46 atoms, in Å:
C 0.468 2.923 0.171  -1.1525
C 0.279 2.256 -1.253  -0.4289
C -0.667 0.994 -1.168  -1.1412
N -0.038 -0.383 -1.060  0.5214
C -1.263 -1.307 -0.892  0.1443
C -1.301 -2.490 -1.749  -1.6751
C 0.679 -0.208 0.222  0.1400
C 1.379 -1.419 0.824  -1.6899
H -0.489 3.081 0.757  0.3078
H 0.969 2.142 0.752  0.2294
H 0.950 3.902 0.126  0.3882
H -0.353 3.094 -1.747  0.3523
H 1.262 2.178 -1.778  0.2785
H -1.409 1.151 -0.269  0.3370
H -1.299 1.147 -2.070  0.7343
H -2.074 -0.637 -1.217  0.3191
H -1.476 -1.633 0.137  0.1469
H -0.311 -3.055 -1.794  0.2793
H -1.961 -3.270 -1.531  0.4730
H -1.410 -2.240 -2.839  0.3073
H 1.572 0.506 0.158  -0.3014
H -0.110 0.248 0.914  0.7007
H 2.281 -1.622 0.396  0.4343
H 0.710 -2.351 0.835  0.2771
H 1.629 -1.210 1.899  0.2675
O 0.929 0.562 -4.071  -0.7268
H 0.814 -0.413 -4.004  0.3381
H 0.053 0.802 -3.614  0.3477
O 3.955 1.132 -0.364  -0.6991
H 3.456 0.663 -1.139  0.3690
H 4.321 0.423 0.152  0.2873
O -2.461 0.535 3.203  -0.6856
H -1.920 -0.186 2.905  0.2695
H -1.723 1.092 3.656  0.3738
O -3.712 0.765 0.726  -0.6749
H -3.394 0.881 1.650  0.4197
H -3.738 -0.185 0.572  0.2846
O 0.179 0.397 4.026  -0.6179
H 0.846 -0.263 4.118  0.2554
H 0.680 1.278 4.125  0.3163
O -1.545 -2.431 2.442  -0.5737
H -1.454 -3.363 2.459  0.3443
H -0.725 -2.348 2.208  0.1020
O 2.865 -0.482 -2.216  -0.8199
H 2.484 0.027 -2.913  0.4520
H 2.074 -0.680 -1.747  0.3890

---

# 2
The following is a DFT calculation (ωB97M-V/def2-TZVPD) of a 10-piece molecular cluster, C7H31NO9 overall in a non-equilibrium geometry.

**Energy relative to the best compared isomer or geometry (same formula, charge and spin)**: 375.5 kJ/mol
**Kohn-Sham gap**: 0.2925 Ha
**Calculated total energy**: -1017.1277 hartree
**Maximum force**: 0.0332 Eh/bohr
**SMILES**: C/C=C/C(=C/N)CC.O.O.O.O.O.O.O.O.O
**LUMO energy**: -0.083 eV

Last column: Mulliken charge in e.
Positions of all 48 atoms, in Å:
C -4.692 -0.846 -0.285  -1.3046
C -3.279 -0.341 -0.304  -0.0316
C -2.259 -1.056 -0.786  -0.9272
C -0.838 -0.685 -0.715  1.1951
C -0.389 -0.076 0.405  -1.5566
N 0.727 0.763 0.461  -0.1804
C -0.001 -1.131 -1.896  -0.4549
C 1.000 -2.222 -1.513  -1.2352
H -4.942 -1.080 -1.312  0.3426
H -5.290 -0.187 0.341  0.3554
H -4.739 -1.711 0.395  0.2858
H -2.949 0.500 0.300  0.4015
H -2.356 -1.970 -1.384  0.2789
H -1.013 -0.182 1.277  0.9501
H 1.175 0.829 1.363  0.3505
H 1.426 0.562 -0.237  0.2248
H -0.694 -1.614 -2.584  0.4118
H 0.514 -0.303 -2.401  0.2493
H 1.566 -2.053 -0.597  0.1338
H 1.726 -2.473 -2.282  0.5040
H 0.507 -3.152 -1.214  0.3614
O 0.360 -2.595 2.849  -0.6344
H -0.241 -3.342 2.758  0.3008
H 0.313 -2.190 1.970  0.3097
O 3.503 -1.266 3.558  -0.6547
H 3.552 -1.181 2.587  0.4509
H 2.606 -1.539 3.758  0.2963
O 0.688 4.486 -0.043  -0.6357
H 0.994 3.599 0.144  0.2926
H 0.247 4.591 -0.884  0.3574
O -0.052 2.441 -1.884  -0.7984
H 0.781 1.957 -1.895  0.3137
H -0.194 2.579 -0.939  0.2602
O 2.830 -0.888 1.018  -0.7607
H 2.874 0.064 0.901  0.3272
H 3.158 -1.159 0.148  0.2295
O -1.177 1.492 -4.145  -0.6329
H -0.890 1.742 -3.241  0.4170
H -1.986 2.017 -4.177  0.3257
O 0.093 0.612 3.157  -0.5732
H 0.140 0.949 4.053  0.2943
H -0.086 -0.325 3.048  0.1854
O 3.124 -0.518 -1.853  -0.5723
H 3.804 -0.912 -2.415  0.3299
H 2.367 -0.584 -2.443  0.2404
O -1.059 3.010 2.253  -0.5926
H -0.254 2.925 1.724  0.2002
H -0.695 2.459 2.958  0.3690

---

# 3
The following is a DFT calculation (ωB97M-V/def2-TZVPD) of a 12-piece molecular cluster, C7H32O11 overall.

**Energy relative to the best compared isomer or geometry (same formula, charge and spin)**: 56.3 kJ/mol
**Kohn-Sham gap**: 0.3347 Ha
**Calculated total energy**: -1113.5607 hartree
**Maximum force**: 0.0096 Eh/bohr
**SMILES**: C=C/C=C(/C)C=C.O.O.O.O.O.O.O.O.O.O.O
**LUMO energy**: -0.104 eV

Last column: Mulliken charge in e.
Positions of all 50 atoms, in Å:
C 1.612 -2.462 1.093  -0.7075
C 1.959 -1.909 -0.060  -0.2375
C 1.195 -2.091 -1.318  -0.6801
C 0.276 -1.256 -1.825  0.6213
C -0.438 -1.591 -3.106  -1.8019
C -0.092 -0.010 -1.140  1.0991
C -0.828 0.956 -1.682  -1.4558
H 0.726 -3.083 1.143  0.2995
H 2.197 -2.368 1.996  0.3063
H 2.873 -1.318 -0.111  0.3795
H 1.392 -3.025 -1.840  0.2968
H -1.518 -1.609 -2.939  0.2636
H -0.234 -0.848 -3.883  0.3400
H -0.124 -2.555 -3.503  0.4177
H 0.297 0.089 -0.130  0.3436
H -1.228 0.901 -2.688  0.2710
H -1.125 1.854 -1.152  0.2799
O 0.426 4.623 -0.580  -0.6802
H 0.588 4.048 -1.336  0.3088
H -0.196 4.128 -0.015  0.4136
O -0.787 -1.060 2.465  -0.7500
H 0.106 -0.669 2.424  0.2899
H -1.394 -0.410 2.058  0.4629
O -1.827 -3.213 1.150  -0.7883
H -1.810 -2.951 0.215  0.3555
H -1.361 -2.484 1.620  0.4800
O -0.830 3.004 1.397  -0.7000
H -1.185 3.544 2.116  0.2648
H 0.128 2.896 1.629  0.4146
O 3.115 0.822 -2.220  -0.6818
H 3.006 1.418 -2.969  0.2943
H 2.439 0.137 -2.334  0.3221
O -2.510 0.728 1.170  -0.6541
H -1.927 1.518 1.199  0.3533
H -2.548 0.487 0.236  0.3153
O -4.323 -2.076 1.330  -0.7898
H -4.064 -1.263 1.782  0.3066
H -3.519 -2.637 1.389  0.4735
O 1.896 3.332 1.736  -0.7692
H 2.499 2.721 1.268  0.4088
H 1.768 4.040 1.084  0.3376
O -3.495 -1.762 -1.273  -0.5914
H -3.896 -1.768 -0.369  0.3486
H -3.845 -2.565 -1.690  0.2761
O 3.398 1.360 0.438  -0.6641
H 3.284 1.173 -0.523  0.3610
H 4.349 1.337 0.604  0.2752
O 1.628 0.316 2.430  -0.6112
H 2.207 0.501 1.665  0.3138
H 1.736 1.049 3.048  0.2683

---

# 4
The following is a DFT calculation (ωB97M-V/def2-TZVPD) of a 13-piece molecular cluster, C7H32O12 overall in a non-equilibrium geometry.

**Energy relative to the best compared isomer or geometry (same formula, charge and spin)**: 298.9 kJ/mol
**Kohn-Sham gap**: 0.3499 Ha
**Calculated total energy**: -1188.6536 hartree
**Maximum force**: 0.1216 Eh/bohr
**LUMO energy**: 0.019 eV

Last column: Mulliken charge in e.
Positions of all 51 atoms, in Å:
C -2.571 3.170 -1.567  -1.3395
C -1.224 2.634 -1.999  0.7840
C -0.933 1.742 -3.043  -0.6280
C 0.306 1.037 -3.148  -0.6729
C 1.325 1.166 -2.181  -0.2875
C 1.027 2.111 -1.099  0.3069
C -0.181 2.813 -1.029  -0.9703
H -3.443 3.084 -2.220  0.3917
H -2.826 2.654 -0.607  0.2432
H -2.430 4.402 -1.318  0.2535
H -1.702 1.209 -3.793  0.1795
H 0.601 0.573 -4.043  0.7717
H 2.131 0.480 -2.033  0.3628
H 1.810 2.384 -0.390  0.0400
H -0.557 3.191 -0.108  0.5900
H 1.445 1.267 2.720  0.2071
H 2.357 0.131 2.787  0.1970
O 1.682 0.463 2.300  -0.4628
H 0.711 -3.562 2.443  0.3466
H 1.822 -2.889 3.169  0.3800
O 1.434 -3.812 2.999  -0.6752
H -3.263 -0.258 1.348  0.2604
H -2.781 -1.559 0.753  0.3121
O -3.082 -0.675 0.550  -0.5757
H -1.434 -4.041 0.201  0.3105
H -0.898 -4.016 1.565  0.2689
O -1.781 -3.920 1.178  -0.6634
H 0.752 -0.634 1.259  0.2970
H 0.161 -1.346 0.017  0.5469
O 0.571 -1.554 1.021  -0.4594
H -0.832 -2.172 -1.468  0.3207
H -1.714 -0.870 -1.192  0.0985
O -0.878 -1.298 -1.267  -0.4489
H -1.043 0.659 3.501  0.3071
H -2.577 1.364 3.184  0.2815
O -2.043 0.600 3.336  -0.5973
H 2.420 -1.625 1.850  0.2854
H 2.797 -3.049 1.361  0.3687
O 3.142 -2.289 1.783  -0.6910
H 0.410 3.243 2.344  0.3367
H -0.586 2.421 1.589  0.3463
O -0.079 2.444 2.472  -0.7436
H -1.774 -3.388 -2.574  0.2821
H -0.019 -3.218 -2.689  0.3954
O -0.906 -3.713 -2.297  -0.7784
H 3.588 3.308 0.111  0.2948
H 3.877 3.397 1.605  0.2646
O 3.236 3.468 1.009  -0.5913
H 0.751 -1.207 -2.923  0.3288
H 2.077 -2.200 -2.789  0.3227
O 1.126 -2.121 -2.676  -0.6980